The following is a DFT calculation (wB97M-V/def2-TZVPD) of the molecule CH3BrClN.

Its energy is -3128.7524 Eh. Its energy above the lowest of the compared OMol25 structures with the same formula, charge and spin is 69.6 kcal/mol. As for the gap between HOMO and LUMO: 8.434 eV. Its HOMO energy is -8.9 eV. The SMILES is CN(Cl)Br.

Structure (ORCA input):
```
! wB97M-V def2-TZVPD RIJCOSX def2/J DEFGRID3
* xyz 0 1
Br 0.3551 -0.1369 -3.0729
Cl -0.9066 2.3083 -1.6365
N -0.5407 0.5959 -1.5514
C -0.1752 0.0565 -0.1009
H -0.8929 0.3623 0.5245
H 0.7772 0.4511 0.3667
H -0.1091 -1.0681 -0.3719
*
```

The Mulliken scheme yields these atomic charges, measured in e: atom 1 (Br): 0.00, atom 2 (Cl): -0.08, atom 3 (N): -0.16, atom 4 (C): -0.53, atom 5 (H): 0.29, atom 6 (H): 0.25, atom 7 (H): 0.23